The following is a DFT calculation (the ωB97M-V functional and the def2-TZVPD basis) of a cluster of 2 separate species, C4H11N3O2 in total at a distorted geometry.

Values from the calculation:
Total energy   -473.7560 Eh
HOMO   -8.66 eV
Kohn-Sham gap   9.462 eV
2S+1   1

Each atom is followed by the atoms it is bonded to, with distances in Å.
Cartesian coordinates (Å):
1 H -1.0787 -2.6615 0.8309  C17 1.079
2 H 3.2737 1.5081 -1.5496  C3 1.081
3 C 2.3918 1.9606 -1.9813  H2 1.081, C6 1.500, H12 1.090, H15 1.086
4 H -0.2378 0.5025 0.0073  N10 1.004
5 O 1.6871 -0.2244 -1.5097  C6 1.370, H18 0.958
6 C 1.4681 0.8373 -2.3478  C3 1.500, O5 1.370, O8 1.202
7 C -1.2271 -0.1437 1.6270  N10 1.261, N13 1.371, N14 1.416
8 O 0.6628 0.6941 -3.2286  C6 1.202
9 H -2.2942 1.6092 1.7299  N14 1.003
10 N -0.5718 -0.2682 0.5574  H4 1.004, C7 1.261
11 H -1.9467 -3.3365 2.2904  C17 1.084
12 H 1.8603 2.5961 -1.2733  C3 1.090
13 N -1.5913 -1.2669 2.3232  C7 1.371, C17 1.440, H20 1.006
14 N -1.5667 1.1046 2.2017  C7 1.416, H9 1.003, H16 1.008
15 H 2.5872 2.5500 -2.8724  C3 1.086
16 H -1.6231 1.0555 3.2064  N14 1.008
17 C -1.2569 -2.6003 1.8935  H1 1.079, H11 1.084, N13 1.440, H19 1.096
18 H 1.4369 -1.0818 -1.8576  O5 0.958
19 H -0.2719 -2.8356 2.3132  C17 1.096
20 H -1.7184 -1.1663 3.3159  N13 1.006